No. 1
{"formula": "CH4BrClOP", "method": "ωB97M-V/def2-TZVPD", "species": ["C", "O", "P", "Cl", "Br", "H", "H", "H", "H"], "positions_angstrom": [[-0.4851, -0.0566, 0.5278], [0.8431, -1.0035, -1.5099], [1.0966, -0.8266, -0.0156], [1.2334, -2.6152, 0.8579], [3.6700, 0.5173, -0.2705], [-0.4712, 0.1385, 1.5891], [-1.3094, -0.9066, 0.3559], [-0.6647, 0.8307, -0.0542], [1.4101, -1.1747, -2.3078]], "atomic_forces_ev_per_a": [[-0.62, -2.24, 0.01], [0.07, -0.20, -2.05], [1.38, 0.51, 0.24], [0.33, 0.96, -0.19], [-2.82, -1.42, 0.58], [0.14, 0.20, 0.31], [1.89, 1.78, 0.06], [-0.08, 0.27, -0.26], [-0.30, 0.15, 1.30]], "orbital_gap_ev": [7.193, 7.190], "charge": 1, "multiplicity": 1, "e_above_lowest_ev": 2.2663, "homo_energy_ev": [-15.233, -15.181], "e_tot_ha": -3491.00867}

No. 2
{"formula": "C18H17BCsN13", "method": "ωB97M-V/def2-TZVPD", "species": ["Cs", "C", "C", "N", "N", "C", "B", "N", "C", "C", "C", "N", "N", "C", "C", "C", "N", "N", "C", "C", "C", "N", "H", "H", "H", "H", "H", "H", "H", "H", "H", "H", "H", "H", "N", "C", "N", "C", "N", "C", "C", "N", "C", "C", "N", "H", "H", "H", "H", "H"], "positions_angstrom": [[1.1655, -0.5908, 1.0834], [0.9998, 3.4555, -1.8260], [1.5092, 2.4213, -1.0341], [0.5394, 1.6833, -0.5129], [-0.6166, 2.2118, -0.9613], [-0.3639, 3.2792, -1.7453], [-1.9993, 1.6096, -0.5416], [-2.1228, 1.7037, 1.0215], [-2.9779, 2.3315, 1.8561], [-2.6191, 2.0649, 3.1561], [-1.4976, 1.2421, 3.0196], [-1.2015, 1.0265, 1.7486], [-2.1396, 0.1105, -0.9567], [-3.0923, -0.4558, -1.7245], [-2.8480, -1.8089, -1.8055], [-1.6939, -1.9767, -1.0335], [-1.2744, -0.8282, -0.5230], [-3.0754, 2.3764, -1.3320], [-4.1435, 3.1486, -1.0210], [-4.7495, 3.5512, -2.1845], [-3.9736, 2.9561, -3.1912], [-2.9793, 2.2539, -2.6857], [1.5302, 4.2113, -2.3766], [2.5420, 2.1823, -0.8163], [-1.1644, 3.8267, -2.2069], [-3.7921, 2.9326, 1.5044], [-3.0992, 2.4160, 4.0515], [-0.8912, 0.7959, 3.7954], [-3.8663, 0.1403, -2.1725], [-3.4166, -2.5457, -2.3437], [-1.1489, -2.8874, -0.8225], [-4.4283, 3.3776, -0.0136], [-5.6206, 4.1742, -2.2812], [-4.0978, 3.0072, -4.2612], [6.3310, -1.2459, 1.2172], [5.2103, -0.4359, 1.2246], [4.1431, -1.1699, 1.2328], [4.6316, -2.4488, 1.2275], [5.9991, -2.4957, 1.2190], [3.8795, -3.6440, 1.2145], [4.5482, -4.9051, 1.1964], [3.8839, -6.0516, 1.1656], [2.5684, -5.9494, 1.1500], [1.8859, -4.6867, 1.1703], [2.5237, -3.5516, 1.2051], [7.3068, -0.9710, 1.2079], [5.2712, 0.6415, 1.2207], [5.6300, -4.9460, 1.2044], [1.9931, -6.8678, 1.1235], [0.8017, -4.6687, 1.1571]], "atomic_forces_ev_per_a": [[-0.65, 0.22, 0.14], [-0.09, -0.01, 0.04], [0.07, 0.03, 0.01], [0.05, 0.10, -0.24], [0.05, -0.23, 0.15], [-0.09, 0.03, -0.02], [-0.09, 0.07, 0.01], [0.16, -0.11, -0.11], [-0.12, 0.08, -0.01], [0.00, 0.01, -0.06], [0.05, -0.04, 0.11], [-0.20, 0.13, 0.03], [0.25, 0.01, 0.12], [-0.14, 0.00, 0.00], [-0.02, 0.11, 0.04], [0.03, -0.10, 0.02], [0.05, -0.11, -0.15], [0.01, -0.08, -0.11], [-0.09, 0.12, 0.04], [-0.01, -0.03, 0.09], [0.00, 0.01, -0.09], [0.12, 0.11, 0.10], [0.01, 0.02, 0.00], [0.01, 0.02, -0.02], [-0.01, 0.03, -0.02], [0.07, -0.05, 0.10], [0.00, 0.00, 0.02], [-0.02, 0.01, 0.01], [-0.01, -0.06, 0.00], [-0.01, -0.02, 0.00], [-0.01, -0.02, -0.03], [-0.01, 0.03, -0.12], [-0.01, 0.01, -0.01], [0.00, 0.00, -0.01], [-0.07, 0.12, 0.00], [0.07, -0.07, 0.00], [0.44, -0.19, 0.01], [0.37, 0.20, -0.01], [-0.12, -0.12, 0.00], [-0.25, -0.10, -0.01], [0.03, -0.03, 0.00], [0.06, 0.13, 0.00], [-0.14, 0.03, 0.00], [0.00, -0.08, -0.01], [0.25, -0.21, 0.00], [0.01, -0.03, 0.00], [-0.02, 0.02, 0.01], [0.02, -0.01, 0.00], [0.02, -0.02, 0.00], [-0.01, 0.05, 0.00]], "orbital_gap_ev": [4.517, 1.177], "charge": 1, "multiplicity": 2, "homo_energy_ev": [-10.100, -10.100], "e_tot_ha": -1452.70834, "s_squared": 0.785}

No. 3
{"formula": "C3H5NO2", "method": "ωB97M-V/def2-TZVPD", "species": ["C", "C", "C", "N", "O", "O", "H", "H", "H", "H", "H"], "positions_angstrom": [[0.3113, 2.5551, 1.3811], [-0.2428, -0.1292, -0.3057], [-0.1204, -1.6329, -0.6368], [0.5747, 0.7366, 0.0314], [1.3005, 2.5039, 1.9529], [-1.5438, 0.2137, -0.1221], [0.9189, -1.9228, -0.8850], [-0.6607, -1.8378, -1.5800], [-0.5007, -2.3151, 0.0364], [1.5822, 0.7419, -0.0560], [-1.6192, 1.0867, 0.1838]], "atomic_forces_ev_per_a": [[0.71, 0.71, 1.23], [-1.04, -1.86, 1.23], [1.45, 1.85, -3.24], [1.50, 1.19, -0.70], [-0.91, 0.08, -0.61], [-0.48, -2.88, -1.22], [-0.38, 0.41, 0.44], [0.01, 0.28, 0.37], [-0.92, -0.89, 1.98], [-0.16, -1.02, -0.13], [0.23, 2.11, 0.66]], "orbital_gap_ev": 10.542, "multiplicity": 1, "e_above_lowest_ev": 1.6675, "homo_energy_ev": -9.666, "e_tot_ha": -322.51305}